27
Properties=species:S:1:pos:R:3:forces:R:3:nbo_charge:R:1 method="wB97M-V/def2-TZVPD" orbital_gap_ev=7.7 e_tot_ha=-754.98175 lumo_ev=0.05 e_homo_ev=-7.62 spin_multiplicity=1
C -0.716 2.971 0.776 -1.7 2.0 2.0 -0.2446
C -0.260 2.388 2.028 1.5 0.0 -1.5 -0.2325
C 2.190 -0.565 -1.257 0.2 -1.9 -1.9 -0.2000
C 2.593 -1.020 -0.013 -0.4 0.8 1.5 -0.2272
C -0.513 2.490 -0.416 4.2 -5.8 -1.0 -0.1387
C 0.632 1.390 2.026 -0.3 -3.0 2.6 -0.1433
C 1.198 0.389 -1.476 0.0 -0.5 -0.1 -0.2584
C 2.065 -0.366 1.069 -0.7 0.0 0.3 -0.1594
C 0.655 1.025 -0.359 -2.1 3.8 -1.0 0.0179
C 1.137 0.688 0.883 0.1 -0.1 0.8 -0.1625
C -1.422 -2.355 -2.026 0.5 -1.3 1.6 -1.2168
C -2.312 -1.257 0.586 -0.3 -1.0 0.1 -1.2347
Si -2.459 -0.930 -1.266 -0.6 0.1 -0.6 0.9973
H -1.366 3.865 0.950 0.5 -0.7 -0.6 0.2176
H -0.404 2.917 2.925 -0.9 0.3 1.0 0.2187
H 2.573 -1.223 -2.073 -0.4 1.1 0.2 0.2146
H 3.224 -1.860 0.269 0.1 0.1 -1.0 0.2245
H -0.762 2.631 -1.444 -0.5 0.8 0.0 0.2284
H 0.810 0.718 2.979 0.0 2.2 -1.4 0.2064
H 0.799 0.530 -2.484 0.3 0.2 0.3 0.2253
H 2.274 -0.784 2.059 -0.1 0.6 -0.1 0.2098
H -0.806 -2.955 -1.287 -0.9 0.4 -0.4 0.2216
H -1.612 -3.038 -2.870 -0.5 0.6 0.3 0.2581
H -0.682 -1.680 -2.381 1.1 0.9 -0.9 0.2329
H -1.417 -0.685 0.924 0.0 -1.0 -0.1 0.2614
H -3.102 -0.888 1.264 0.0 0.0 -0.7 0.2478
H -2.318 -2.397 0.614 0.7 1.4 0.7 0.2358


122
Properties=species:S:1:pos:R:3:forces:R:3:lowdin_charge:R:1 method="wB97M-V/def2-TZVPD" orbital_gap_ev=7.4 e_tot_ha=-4588.59196 lumo_ev=1.68 e_homo_ev=-5.68 charge=-1 spin_multiplicity=1
C 4.649 2.088 2.991 -0.1 -0.8 -0.2 -0.1169
C 5.851 2.300 2.073 0.2 1.0 0.1 -0.2525
C 5.877 3.668 1.339 0.4 -0.6 -0.3 -0.2192
C 5.445 3.588 -0.141 -1.0 0.9 1.3 -0.1998
C 3.898 3.476 -0.236 0.1 -0.2 -1.3 -0.1950
C 3.389 2.332 -1.146 0.3 0.8 0.4 -0.2027
C 3.913 0.963 -0.736 -0.7 -0.4 0.3 -0.2256
C 3.251 -0.201 -1.511 -0.1 1.0 0.6 -0.1868
C 1.729 -0.152 -1.241 0.6 -0.7 -0.4 -0.2139
C 1.088 -1.526 -1.026 -0.1 0.3 0.3 -0.2046
C -0.437 -1.389 -0.861 0.5 -0.5 -0.4 -0.2135
C -0.814 -0.438 0.253 -0.6 0.5 0.4 -0.2133
C -2.336 -0.233 0.451 0.6 -0.9 -1.2 -0.1639
C -2.921 0.621 -0.697 -0.9 -0.4 1.6 -0.1429
C -3.214 2.105 -0.350 -1.2 -0.1 -1.9 -0.3668
C -4.426 2.483 -1.270 1.2 0.6 0.6 -0.0315
C -4.966 3.897 -1.144 -1.1 0.9 -1.9 -0.4332
O -5.627 4.372 -2.047 0.7 -0.5 1.2 0.0959
F -4.714 4.669 -0.089 -0.1 -0.7 -0.1 0.1177
C -2.045 3.023 -0.844 1.7 1.2 0.5 -0.6774
O -2.077 4.245 -0.513 -0.6 -0.6 0.4 -0.0579
O -1.126 2.506 -1.493 -0.4 -0.6 -0.3 -0.0079
N -3.595 2.405 1.047 1.6 -0.5 -0.7 -0.2941
P -2.350 2.863 2.168 -1.2 -0.5 3.6 0.8379
O -2.294 4.492 2.346 1.1 -0.6 -0.8 -0.2564
O -0.910 2.275 1.648 -0.5 1.0 -0.5 -0.2294
S -5.004 1.759 1.612 -2.1 -0.4 1.0 0.5576
C -4.831 1.511 3.379 1.0 0.4 -0.1 -0.1811
O -5.341 0.478 1.044 1.2 -0.5 -0.3 -0.2974
O -6.105 2.669 1.457 0.3 1.1 -0.1 -0.3048
H 4.625 1.030 3.270 -0.1 0.1 0.2 0.0675
H 4.710 2.661 3.916 0.1 0.2 -0.1 0.0694
H 3.688 2.295 2.522 0.1 0.1 -0.1 0.0532
H 6.739 2.269 2.710 0.1 -0.3 -0.1 0.0947
H 5.954 1.520 1.319 -0.1 -0.2 0.2 0.0879
H 6.896 4.065 1.360 0.0 0.0 0.1 0.0948
H 5.241 4.371 1.881 0.0 0.1 -0.1 0.1061
H 5.959 2.782 -0.661 0.1 0.0 0.0 0.0955
H 5.717 4.550 -0.580 0.2 -0.2 -0.3 0.0977
H 3.531 4.388 -0.715 -0.1 0.1 0.2 0.1041
H 3.412 3.444 0.737 0.2 -0.2 0.1 0.0883
H 3.659 2.603 -2.173 0.1 -0.3 -0.1 0.1172
H 2.300 2.398 -1.108 0.0 -0.4 -0.1 0.1066
H 3.615 0.815 0.312 0.2 0.0 0.1 0.1086
H 5.004 0.913 -0.752 0.0 0.0 -0.2 0.0912
H 3.487 -0.029 -2.564 -0.1 -0.5 -0.1 0.1062
H 3.652 -1.145 -1.137 0.2 -0.1 -0.3 0.0984
H 1.595 0.419 -0.325 -0.2 0.2 -0.1 0.0947
H 1.230 0.347 -2.073 -0.2 0.2 0.2 0.1248
H 1.327 -2.204 -1.851 0.0 0.0 0.0 0.1088
H 1.520 -1.968 -0.120 0.0 -0.1 0.0 0.1019
H -0.869 -2.382 -0.710 -0.1 0.0 0.2 0.1038
H -0.802 -1.064 -1.837 -0.2 0.3 0.1 0.0951
H -0.381 -0.798 1.194 0.1 0.1 0.0 0.1201
H -0.420 0.552 0.031 0.2 -0.1 0.1 0.0731
H -2.789 -1.228 0.359 -0.1 0.1 0.2 0.1091
H -2.580 0.114 1.453 0.1 0.2 -0.1 0.0755
H -2.296 0.512 -1.571 0.2 0.6 0.0 0.0948
H -3.885 0.184 -0.959 0.0 -0.1 0.1 0.0862
H -5.231 1.754 -1.197 -0.2 0.2 0.2 0.1202
H -4.036 2.406 -2.286 -0.2 0.1 -0.1 0.1442
H -1.675 4.934 1.737 -0.6 0.1 -0.5 0.0501
H -0.254 2.982 1.577 0.1 -0.1 -0.5 0.0744
H -5.767 1.127 3.772 -0.1 -0.2 -0.5 0.0675
H -4.598 2.448 3.877 -0.1 0.1 -0.1 0.0417
H -3.975 0.859 3.536 -0.2 -0.2 0.1 0.0419
C 2.566 -7.299 -1.251 0.2 0.3 -0.1 -0.0595
C 2.456 -7.376 0.257 -0.4 -0.4 -0.3 -0.1974
O 3.502 -6.619 0.894 0.2 0.0 0.2 0.0302
C 3.301 -5.309 0.972 -0.4 -0.5 -0.2 -0.3986
O 2.347 -4.721 0.565 0.0 0.3 0.1 0.1806
C 4.469 -4.646 1.712 0.6 0.4 0.2 -0.5425
F 5.656 -5.093 1.279 -0.1 -0.2 -0.1 0.1620
F 4.404 -4.902 3.030 -0.2 -0.2 0.0 0.1543
F 4.465 -3.328 1.559 -0.3 0.0 -0.1 0.1783
H 3.557 -7.616 -1.577 0.0 -0.1 0.0 0.0823
H 1.818 -7.938 -1.720 0.0 0.0 0.0 0.0827
H 2.419 -6.279 -1.604 -0.1 0.0 0.0 0.0787
H 2.584 -8.403 0.591 0.2 0.1 0.1 0.1235
H 1.480 -7.039 0.605 0.1 0.2 0.0 0.1267
C -3.524 6.803 -2.883 0.2 0.4 0.0 -0.0517
C -4.785 7.116 -3.659 0.2 -0.8 0.2 -0.1814
O -5.079 8.536 -3.615 -0.2 0.3 -0.1 0.0386
C -4.411 9.301 -4.455 0.0 -0.8 0.1 -0.4164
O -3.591 8.942 -5.249 0.1 0.4 -0.2 0.1625
C -4.874 10.758 -4.306 -0.1 0.6 0.1 -0.5443
F -4.961 11.127 -3.023 0.0 -0.1 0.0 0.1623
F -6.087 10.930 -4.856 0.0 -0.2 -0.1 0.1569
F -4.037 11.602 -4.909 0.1 -0.1 -0.1 0.1619
H -3.602 7.176 -1.862 -0.1 -0.2 0.1 0.0908
H -3.348 5.730 -2.850 0.0 0.0 0.1 0.0757
H -2.654 7.281 -3.335 0.0 -0.1 -0.1 0.0777
H -5.634 6.614 -3.203 -0.1 0.2 0.1 0.1088
H -4.719 6.773 -4.692 0.1 0.3 -0.1 0.1257
C 6.194 -6.388 5.734 0.1 -0.4 0.0 -0.0594
C 4.854 -6.347 6.433 0.3 0.6 -0.1 -0.1914
O 4.184 -7.620 6.350 -0.2 -0.2 0.0 0.0366
C 4.573 -8.541 7.218 0.1 0.6 -0.1 -0.4036
O 5.418 -8.411 8.052 0.0 -0.3 0.2 0.1702
C 3.738 -9.816 7.032 -0.3 -0.6 -0.1 -0.5481
F 3.623 -10.147 5.741 0.1 0.1 0.0 0.1647
F 2.501 -9.645 7.517 0.0 0.2 0.1 0.1669
F 4.283 -10.850 7.667 0.1 0.1 0.1 0.1707
H 6.076 -6.723 4.702 -0.1 0.1 0.0 0.0791
H 6.655 -5.401 5.733 -0.1 0.0 0.0 0.0858
H 6.874 -7.086 6.223 0.0 0.1 0.1 0.0767
H 4.199 -5.630 5.942 -0.2 -0.2 -0.1 0.1216
H 4.952 -6.038 7.473 0.0 -0.2 0.1 0.1258
C -6.983 -1.918 -5.056 0.1 0.0 0.3 -0.0599
C -5.671 -2.122 -5.784 -0.5 0.0 -0.3 -0.2009
O -4.554 -1.872 -4.916 0.3 0.1 0.0 0.0365
C -4.217 -2.860 -4.098 -0.4 0.0 -0.5 -0.3938
O -4.757 -3.924 -4.025 0.1 -0.2 0.2 0.1661
C -2.989 -2.454 -3.273 0.5 0.3 0.5 -0.5395
F -3.120 -1.215 -2.790 -0.2 -0.4 -0.3 0.1627
F -1.879 -2.485 -4.027 -0.1 -0.1 -0.2 0.1658
F -2.802 -3.281 -2.250 -0.2 -0.2 -0.1 0.1724
H -7.022 -0.922 -4.613 0.0 0.0 -0.1 0.0862
H -7.822 -2.032 -5.743 0.0 0.0 0.0 0.0801
H -7.100 -2.637 -4.247 0.0 -0.1 -0.1 0.0775
H -5.582 -1.408 -6.600 0.2 0.1 0.1 0.1240
H -5.601 -3.121 -6.214 0.1 -0.1 0.2 0.1230


102
Properties=species:S:1:pos:R:3:forces:R:3:lowdin_charge:R:1 method="wB97M-V/def2-TZVPD" orbital_gap_ev="7.6 / 6.4" e_tot_ha=-4639.68040 lumo_ev="-2.81 / -4.26" e_homo_ev="-10.37 / -10.62" charge=+1 spin_multiplicity=4
Re -0.035 0.009 -0.003 0.2 -0.2 -0.2 1.4789
C -0.862 1.051 4.262 0.0 0.0 0.0 -0.0349
C 0.409 1.111 4.820 0.0 0.0 0.0 -0.0195
C 1.510 0.848 4.031 0.0 0.0 0.0 0.0186
C 1.335 0.531 2.685 0.0 0.0 0.0 -0.2203
N 0.094 0.466 2.160 0.0 -0.1 0.1 -0.0630
C -0.977 0.718 2.933 0.1 -0.1 0.0 -0.1469
C 2.415 0.241 1.733 0.0 0.0 0.0 -0.2238
C 3.749 0.197 2.141 0.0 0.0 0.0 -0.0277
C 4.740 -0.114 1.231 0.0 0.0 0.0 -0.0608
C 4.389 -0.402 -0.083 0.0 0.0 0.0 -0.0614
C 3.064 -0.356 -0.484 0.0 0.0 0.0 -0.1561
C 2.035 -0.001 0.397 0.2 0.0 0.0 -0.2872
H -1.749 1.252 4.844 0.0 0.0 0.0 0.1226
H 0.539 1.363 5.865 0.0 0.0 0.0 0.1225
H 2.504 0.889 4.450 0.0 0.0 0.0 0.1128
H -1.937 0.635 2.445 0.0 0.0 0.0 0.1151
H 4.022 0.399 3.168 0.0 0.0 0.0 0.1053
H 5.775 -0.143 1.542 0.0 0.0 0.0 0.1112
H 5.156 -0.667 -0.801 0.0 0.0 0.0 0.1125
H 2.832 -0.612 -1.505 0.0 0.0 0.0 0.0656
C -0.924 5.488 0.112 0.0 0.0 0.0 -0.1691
N -0.196 5.022 -1.064 0.0 0.0 0.0 -0.1369
C 1.237 5.249 -0.868 0.0 0.0 0.0 -0.1627
N 1.759 4.658 0.365 0.0 0.0 0.0 -0.1349
C 0.969 5.137 1.496 0.0 0.0 0.0 -0.1746
N -0.459 4.869 1.352 0.0 0.0 0.0 -0.1324
C -0.746 3.441 1.387 0.1 0.0 0.0 -0.2750
P 0.083 2.520 -0.010 0.1 0.1 0.1 0.9704
C -0.506 3.638 -1.380 0.0 0.0 0.0 -0.2952
C 1.781 3.205 0.309 0.0 0.1 0.0 -0.3068
H -1.988 5.285 -0.019 0.0 0.0 0.0 0.1304
H -0.783 6.566 0.199 0.0 0.0 0.0 0.1342
H 1.405 6.326 -0.825 0.0 0.0 0.0 0.1341
H 1.784 4.847 -1.722 0.0 0.0 0.0 0.1296
H 1.105 6.216 1.578 0.0 0.0 0.0 0.1337
H 1.335 4.669 2.412 0.0 0.0 0.0 0.1311
H -1.819 3.290 1.326 -0.1 0.0 0.0 0.0718
H -0.400 3.039 2.339 0.0 0.0 0.0 0.0780
H -1.586 3.518 -1.466 0.0 0.0 0.0 0.0734
H -0.057 3.354 -2.328 0.0 0.0 0.0 0.0639
H 2.477 2.862 -0.453 0.0 0.0 0.1 0.0440
H 2.129 2.807 1.264 0.0 0.0 0.0 0.0900
Cl -2.003 -2.200 -1.976 0.1 0.1 0.1 0.7961
C -0.914 -1.161 -2.854 0.0 0.0 0.0 -0.6738
C -0.075 -0.234 -2.194 0.0 -0.1 0.0 -0.3103
C 0.736 0.495 -3.080 0.0 0.0 -0.1 -0.6372
Cl 1.874 1.666 -2.485 0.0 -0.1 -0.2 0.7646
C 0.715 0.360 -4.470 0.0 0.0 0.0 -0.7034
Cl 1.727 1.313 -5.478 0.0 0.0 0.0 0.7117
C -0.139 -0.564 -5.058 0.0 0.0 0.0 -0.7101
Cl -0.185 -0.751 -6.758 0.0 0.0 0.0 0.7265
C -0.954 -1.337 -4.239 0.0 0.0 0.0 -0.7101
Cl -2.003 -2.488 -4.960 0.0 0.0 0.0 0.7128
C -1.426 -2.484 2.925 -0.1 0.0 0.1 -0.0553
C -2.670 -2.954 2.188 0.0 0.0 -0.1 -0.3518
C -2.397 -4.092 1.198 0.0 0.0 0.0 -0.0536
C -3.573 -1.917 1.515 0.0 0.0 0.0 -0.1172
C -4.923 -2.217 1.697 0.0 0.0 0.0 -0.0476
C -5.936 -1.515 1.083 0.0 0.0 0.0 -0.0646
C -5.583 -0.476 0.253 0.0 0.0 0.0 -0.0447
C -4.258 -0.109 0.024 0.0 0.0 0.0 -0.1276
C -4.157 1.142 -0.842 0.0 0.0 0.0 -0.3561
C -2.998 1.267 -1.813 0.0 0.0 0.0 -0.0718
C -4.276 2.369 0.061 0.0 0.1 0.0 -0.0445
C -3.219 -0.830 0.665 0.1 0.0 0.0 -0.2525
O -1.903 -0.482 0.487 -0.8 -0.1 0.0 -0.3691
H -0.858 -3.346 3.285 0.0 0.0 0.0 0.0881
H -1.700 -1.889 3.796 0.0 0.0 0.0 0.0842
H -0.787 -1.864 2.318 0.3 0.1 -0.2 0.0210
H -3.293 -3.388 2.973 0.0 0.0 -0.1 0.1241
H -2.007 -3.723 0.247 0.0 0.0 0.1 0.0123
H -3.326 -4.610 0.957 0.0 0.0 0.0 0.0937
H -1.698 -4.825 1.608 0.0 0.0 0.0 0.0836
H -5.175 -3.049 2.344 0.0 0.0 0.0 0.1172
H -6.973 -1.777 1.243 0.0 0.0 0.0 0.1101
H -6.359 0.092 -0.246 0.0 0.0 0.0 0.1197
H -5.052 1.124 -1.468 0.0 0.0 0.0 0.1311
H -2.052 1.396 -1.294 0.0 0.0 0.0 -0.0005
H -3.158 2.135 -2.456 0.0 0.0 0.0 0.0936
H -2.915 0.392 -2.452 0.0 0.0 0.0 0.0638
H -3.472 2.368 0.795 0.1 0.0 0.1 0.0538
H -5.213 2.358 0.619 0.0 0.0 0.0 0.0880
H -4.230 3.298 -0.515 0.0 0.0 0.0 0.0835
C 2.175 -4.297 0.678 0.0 0.0 0.0 -0.0301
C 1.683 -4.090 -0.752 0.0 0.0 0.0 -0.6122
C 0.546 -5.054 -1.087 0.0 0.0 0.0 -0.0264
C 2.837 -4.279 -1.732 0.0 0.0 0.0 -0.0312
N 1.301 -2.671 -0.919 0.0 0.0 0.0 -0.0282
N 0.355 -2.183 0.034 -0.4 0.1 0.0 -0.0673
H 2.697 -5.250 0.753 0.0 0.0 0.0 0.0968
H 1.353 -4.331 1.400 0.0 0.0 0.0 0.0755
H 2.871 -3.504 0.962 0.0 0.0 0.0 0.0905
H 0.869 -6.087 -0.955 0.0 0.0 0.0 0.0960
H 0.228 -4.931 -2.126 0.0 0.0 0.0 0.0894
H -0.320 -4.899 -0.442 0.0 0.0 0.0 0.0510
H 3.189 -5.310 -1.705 0.0 0.0 0.0 0.0932
H 3.664 -3.615 -1.481 0.0 0.0 0.0 0.0833
H 2.518 -4.064 -2.755 0.0 0.0 0.0 0.0890
H 0.890 -2.519 -1.834 0.0 0.0 0.0 0.0921
H 0.708 -2.427 0.954 0.1 0.1 0.1 0.0848
H -0.556 -2.636 -0.066 0.0 -0.1 0.1 0.0158


64
Properties=species:S:1:pos:R:3:forces:R:3:lowdin_charge:R:1 method="wB97M-V/def2-TZVPD" orbital_gap_ev=7.0 e_tot_ha=-2289.13286 lumo_ev=0.31 e_homo_ev=-6.66 spin_multiplicity=1
Sr -0.519 0.298 0.107 7.5 -2.3 3.7 1.5749
C 5.131 1.674 1.177 -0.8 0.0 -0.3 -0.1801
Si 3.283 1.570 0.626 -0.2 -0.8 0.2 0.4766
C 2.368 3.005 1.498 0.2 -0.5 -0.4 -0.1734
C 3.244 1.866 -1.258 -0.2 -0.1 0.7 -0.1819
C 2.333 -0.034 1.050 0.9 0.1 -1.1 -0.4257
C 1.943 -0.040 2.464 0.5 0.0 -0.1 -0.4839
C 2.882 -0.032 3.511 -0.1 0.0 0.4 -0.0480
C 2.466 -0.034 4.824 0.0 0.0 -0.1 -0.0656
C 1.104 -0.035 5.097 -0.2 0.0 -0.1 -0.0813
C 0.236 -0.046 4.020 0.0 0.0 0.6 -0.1534
N 0.635 -0.050 2.753 -0.7 0.1 -0.5 0.0311
Si 3.137 -1.698 0.577 -0.3 0.8 0.1 0.4783
C 3.281 -1.796 -1.324 -0.2 0.0 0.7 -0.1845
C 1.971 -3.087 1.185 0.3 0.6 -0.4 -0.1788
C 4.878 -2.072 1.319 -0.7 0.1 -0.3 -0.1768
H 5.551 2.647 0.938 0.1 0.2 -0.1 0.0178
H 5.737 0.927 0.675 0.1 -0.2 -0.1 0.0058
H 5.243 1.529 2.246 0.0 0.0 0.2 0.0106
H 2.632 3.970 1.079 0.1 0.2 -0.1 0.0190
H 2.582 3.036 2.561 0.0 -0.1 0.2 0.0255
H 1.296 2.852 1.363 -0.1 0.1 0.1 -0.0011
H 3.474 2.899 -1.494 0.0 0.3 -0.1 0.0195
H 2.244 1.644 -1.632 0.0 0.0 -0.1 0.0095
H 3.957 1.246 -1.787 0.1 -0.2 -0.1 0.0122
H 3.932 -0.021 3.274 0.2 0.0 -0.1 0.0897
H 3.183 -0.032 5.634 0.1 0.0 0.0 0.1054
H 0.732 -0.028 6.108 -0.1 0.0 0.1 0.0936
H -0.835 -0.048 4.177 -0.1 0.0 0.1 0.1034
H 2.354 -1.429 -1.770 0.0 0.0 -0.1 0.0149
H 3.440 -2.815 -1.657 0.0 -0.3 -0.1 0.0188
H 4.102 -1.200 -1.704 0.2 0.2 -0.1 0.0129
H 0.966 -2.888 0.802 0.0 -0.1 0.0 0.0139
H 1.920 -3.102 2.269 0.0 0.1 0.2 0.0230
H 2.284 -4.071 0.854 0.1 -0.2 -0.1 0.0204
H 5.611 -1.332 1.018 0.1 0.2 -0.1 0.0033
H 5.242 -3.042 0.990 0.0 -0.2 -0.1 0.0185
H 4.850 -2.090 2.404 0.0 0.0 0.2 0.0130
N -7.910 2.443 -2.805 0.0 0.1 0.0 0.1076
C -6.773 1.926 -2.221 -0.1 0.0 0.1 -0.3132
C -5.866 1.173 -2.971 0.1 0.0 0.0 -0.0180
C -4.728 0.663 -2.380 -0.1 -0.1 -0.2 -0.0522
C -4.510 0.874 -1.035 0.4 -0.2 0.3 -0.3132
C -5.400 1.602 -0.271 -0.2 0.0 0.1 -0.0686
C -6.539 2.113 -0.854 0.1 -0.1 0.0 -0.0182
S -2.908 0.517 -0.415 -4.2 0.3 -1.4 0.5051
O -2.784 0.808 1.002 -0.5 0.2 0.5 -0.3764
O -2.511 -0.848 -0.718 -0.1 -0.4 -0.5 -0.3972
N -1.851 1.415 -1.208 -1.8 -1.2 -2.1 -0.3314
C -1.860 2.678 -0.839 -0.3 3.6 0.3 -0.5459
N -3.031 3.238 -0.470 0.4 -0.2 -0.1 0.1259
C -3.014 4.503 -0.128 0.0 0.4 0.1 -0.1146
C -1.862 5.277 -0.155 0.1 -0.2 0.0 -0.0424
C -0.702 4.606 -0.511 0.0 0.7 0.2 -0.1306
N -0.683 3.331 -0.838 -0.1 -1.2 -0.2 0.1257
H -7.906 2.522 -3.808 0.0 0.1 0.1 0.0947
H -8.351 3.210 -2.320 0.0 -0.1 -0.2 0.0963
H -6.039 1.027 -4.027 0.0 -0.1 -0.1 0.1125
H -3.996 0.116 -2.954 0.0 0.0 -0.2 0.1219
H -5.162 1.781 0.764 -0.1 0.1 0.1 0.1165
H -7.233 2.691 -0.261 -0.1 0.0 0.0 0.1123
H -3.973 4.904 0.184 0.0 0.2 0.0 0.1150
H -1.872 6.317 0.121 0.1 0.1 0.0 0.0973
H 0.264 5.101 -0.523 0.0 0.1 0.0 0.1138